The following is a quantum chemistry calculation of a single C7H10O molecule in a non-equilibrium geometry, from the Open Molecules 2025 dataset.

Computed properties:
LUMO energy = 0.8 eV
E_tot = -9464.2614 eV
HOMO-LUMO gap = 8.9 eV
HOMO level = -8.108 eV
Molecular weight = 110.16 u

Structure (XYZ):
```
18
C7H10O (wB97M-V/def2-TZVPD)
C 1.49 -1.00 0.01
C 0.02 -1.39 0.46
C 1.27 0.24 -0.81
C -0.02 2.25 0.27
C -0.66 -0.08 0.73
C 0.21 0.98 0.00
C -2.07 0.28 0.16
O -2.54 -0.66 -0.63
H 1.92 -0.98 0.99
H 1.84 -1.92 -0.40
H -0.27 -2.01 -0.44
H 0.15 -2.16 1.18
H 2.10 0.83 -0.83
H 0.81 0.15 -1.87
H -0.83 2.57 0.94
H 0.50 2.96 -0.36
H -0.59 0.30 1.70
H -3.34 -0.36 -1.11
```